Density functional theory data (ωB97M-V/def2-TZVPD) for 5 unconnected molecules or ions with the total composition C52H108ClN4O3.

Summary:
Electronic energy = -80294.6946 eV
HOMO = -10.835 eV
LUMO level = -2.206 eV
Total charge = +1
2S+1 = 1

Positions of all 168 atoms, in Å:
C: 5.0370 -1.6588 0.6723
C: 4.3963 -2.0457 -0.6694
C: 2.8790 -1.8274 -0.7103
C: 2.4893 -0.4511 -1.2654
N: 1.3638 -0.4825 -2.2080
C: 0.1841 0.2051 -1.8014
C: -0.4115 1.0043 -2.9745
C: 0.4504 2.1449 -3.5370
C: 1.6125 2.6017 -2.6664
C: 2.2014 3.9253 -3.1077
N: 3.2654 4.2716 -2.1764
C: 2.7587 4.9361 -0.9768
C: 3.0651 4.1870 0.2976
C: 3.8433 3.0372 0.3254
C: 4.0558 2.3484 1.5213
C: 3.4777 2.8063 2.7057
C: 2.7043 3.9614 2.6847
C: 2.5018 4.6494 1.4976
O: 1.6824 5.7615 1.4868
N: -1.7264 1.5766 -2.5213
C: -2.6777 0.5581 -1.9770
C: -4.0634 1.1715 -1.7801
C: -4.0927 2.6379 -1.3293
C: -3.8343 2.8406 0.1632
C: -5.0202 2.4340 1.0266
C: -4.8537 2.9810 2.4334
O: -3.6175 2.5741 2.9958
C: -3.7332 1.7551 4.1464
C: -4.4214 0.4194 3.8897
C: -2.0115 -0.0889 -0.7667
C: -2.9718 -1.0375 -0.0604
C: -2.3286 -2.0136 0.9227
C: -2.4230 -1.5736 2.3730
Cl: -3.2171 -3.5848 0.7569
N: -0.7711 -0.7390 -1.1974
O: -1.0360 -1.8628 -1.9889
H: 5.9108 -2.2754 0.8536
H: 5.3876 -0.6318 0.6540
H: 4.3586 -1.8054 1.5054
H: 4.5933 -3.0998 -0.8355
H: 4.8909 -1.4713 -1.4451
H: 2.5197 -1.8642 0.3117
H: 2.3575 -2.6057 -1.2541
H: 2.2738 0.2072 -0.4256
H: 3.3434 -0.0098 -1.7731
H: 1.6537 -0.2115 -3.1325
H: 0.3754 0.9260 -1.0017
H: -0.6519 0.3064 -3.7740
H: -0.1973 2.9982 -3.7502
H: 0.8337 1.8293 -4.5024
H: 1.3339 2.6936 -1.6181
H: 2.4129 1.8784 -2.7333
H: 1.4335 4.7017 -3.1822
H: 2.6351 3.8195 -4.1012
H: 3.9348 4.8526 -2.6549
H: 1.6704 4.9872 -1.0432
H: 3.0795 5.9745 -0.9148
H: 4.2882 2.6782 -0.5878
H: 4.6602 1.4564 1.5574
H: 3.6208 2.2762 3.6305
H: 2.2563 4.3339 3.5910
H: 2.1954 6.4804 1.1058
H: -1.5470 2.2984 -1.8203
H: -2.1918 2.0188 -3.3123
H: -2.7724 -0.1952 -2.7534
H: -4.6400 0.5981 -1.0651
H: -4.6051 1.1171 -2.7207
H: -3.4311 3.2702 -1.9205
H: -5.0941 3.0049 -1.5329
H: -3.6473 3.8957 0.3391
H: -2.9654 2.2710 0.4831
H: -5.9478 2.8442 0.6306
H: -5.1096 1.3516 1.0812
H: -5.6976 2.6794 3.0493
H: -4.8603 4.0696 2.3835
H: -4.2298 2.2879 4.9579
H: -2.7163 1.5602 4.4659
H: -4.0576 -0.3463 4.5627
H: -5.5019 0.4791 3.9364
H: -4.1496 0.0888 2.8890
H: -1.6857 0.7122 -0.1008
H: -3.6634 -0.4209 0.5079
H: -3.5412 -1.6001 -0.7890
H: -1.3008 -2.2488 0.6925
H: -1.6806 -2.1102 2.9552
H: -3.3933 -1.8012 2.7959
H: -2.1829 -0.5165 2.4664
H: -1.1964 -1.6064 -2.9084
C: -0.0385 1.3384 -9.1933
C: -0.1983 1.5554 -7.6918
C: -1.1725 0.5755 -7.0388
C: -2.6140 0.6543 -7.5479
C: -3.2677 2.0291 -7.4121
C: -3.3645 2.4959 -5.9657
H: -0.9785 1.4862 -9.7255
H: 0.6853 2.0392 -9.6085
H: 0.3156 0.3280 -9.4042
H: -0.5137 2.5858 -7.5020
H: 0.7795 1.4437 -7.2134
H: -1.1603 0.7372 -5.9518
H: -0.8074 -0.4443 -7.1927
H: -3.2138 -0.0796 -6.9995
H: -2.6510 0.3459 -8.5943
H: -4.2711 1.9829 -7.8390
H: -2.7222 2.7723 -7.9976
H: -3.9416 1.7813 -5.3683
H: -3.8566 3.4660 -5.8933
H: -2.3668 2.5986 -5.5212
C: -0.3780 -7.7594 5.5677
C: 0.9473 -7.1162 5.1698
C: 0.9027 -5.5885 5.1519
C: -0.0754 -4.9903 4.1394
C: 0.1846 -5.3996 2.6902
C: 1.5448 -4.9398 2.1763
H: -1.1747 -7.5155 4.8632
H: -0.2867 -8.8456 5.5936
H: -0.6887 -7.4268 6.5600
H: 1.2612 -7.4980 4.1945
H: 1.7168 -7.4302 5.8798
H: 1.9082 -5.2031 4.9583
H: 0.6341 -5.2323 6.1512
H: -0.0266 -3.8975 4.2119
H: -1.0989 -5.2626 4.4111
H: -0.5973 -4.9679 2.0584
H: 0.0969 -6.4832 2.5805
H: 1.6327 -3.8533 2.2431
H: 1.6827 -5.2241 1.1311
H: 2.3644 -5.3804 2.7455
C: -1.4835 5.5983 0.4770
C: -1.6445 7.0475 0.0262
C: -1.4865 8.0511 1.1667
C: -2.5199 7.9180 2.2861
C: -3.9748 8.0393 1.8353
C: -4.3106 9.3946 1.2190
H: -2.2449 5.3126 1.2047
H: -1.5758 4.9188 -0.3776
H: -0.5030 5.4447 0.9268
H: -2.6147 7.1785 -0.4613
H: -0.8902 7.2676 -0.7359
H: -1.5211 9.0631 0.7546
H: -0.4890 7.9377 1.6026
H: -2.3164 8.6877 3.0361
H: -2.3847 6.9605 2.7969
H: -4.6188 7.8767 2.7030
H: -4.2175 7.2438 1.1243
H: -4.1153 10.2016 1.9273
H: -5.3640 9.4428 0.9413
H: -3.7259 9.5860 0.3181
C: 5.4750 -6.5924 1.4412
C: 4.7000 -7.9044 1.3764
C: 4.0174 -8.2655 2.6937
C: 4.9614 -8.4885 3.8757
C: 6.0131 -9.5757 3.6613
C: 5.4163 -10.9616 3.4326
H: 6.2846 -6.6354 2.1710
H: 5.9197 -6.3557 0.4724
H: 4.8129 -5.7684 1.7173
H: 5.3669 -8.7107 1.0607
H: 3.9334 -7.8228 0.6007
H: 3.4053 -9.1588 2.5412
H: 3.3181 -7.4659 2.9574
H: 4.3599 -8.7452 4.7535
H: 5.4663 -7.5502 4.1234
H: 6.6582 -9.6099 4.5425
H: 6.6616 -9.3131 2.8209
H: 4.7971 -11.2622 4.2800
H: 6.2039 -11.7064 3.3143
H: 4.7989 -10.9934 2.5337